No. 1
The following is a DFT calculation (ωB97M-V with the def2-TZVPD basis set) of a molecular structure, C17H20InN4S3SeSi at a distorted geometry.

Geometry (Å):
In: 1.03 -0.62 -1.41
C: 4.30 -2.53 -1.25
C: 4.40 -1.06 -1.39
N: 3.38 -0.25 -1.37
C: 3.73 1.06 -1.56
C: 5.07 1.25 -1.73
S: 5.90 -0.24 -1.64
C: 2.68 2.06 -1.61
C: 2.85 3.42 -1.61
S: 1.33 4.21 -1.73
C: 0.55 2.67 -1.78
N: 1.38 1.67 -1.71
C: -0.92 2.51 -1.90
H: 3.30 -2.80 -0.89
H: 5.04 -2.91 -0.56
H: 4.47 -3.00 -2.21
H: 5.59 2.17 -1.92
H: 3.75 3.98 -1.53
H: -1.39 3.44 -2.21
H: -1.34 2.21 -0.94
H: -1.14 1.73 -2.63
C: -1.50 -1.94 3.64
Si: -2.36 -0.38 2.96
C: -4.17 -0.30 3.51
C: -1.43 1.22 3.40
C: -2.40 -0.49 1.04
C: -3.59 -0.44 0.32
C: -3.61 -0.53 -1.07
C: -2.40 -0.64 -1.73
N: -1.25 -0.66 -1.06
C: -1.23 -0.60 0.27
S: 0.36 -0.66 0.97
H: -1.58 -1.98 4.72
H: -0.44 -1.96 3.39
H: -1.95 -2.84 3.24
H: -4.23 -0.29 4.60
H: -4.73 -1.17 3.17
H: -4.68 0.59 3.16
H: -1.36 1.33 4.48
H: -1.93 2.11 3.02
H: -0.41 1.22 3.01
H: -4.52 -0.34 0.85
H: -4.53 -0.50 -1.63
H: -2.32 -0.71 -2.81
Se: 1.02 -1.85 -3.68
C: 0.72 -3.19 -2.51
N: 0.56 -3.98 -1.69

Its LUMO energy is -3.07 eV. The HOMO energy is -11.313 eV. The total energy comes out at -134815.1913 eV. As for the largest force on an atom: 1.14 eV/A. The charge is +1.


No. 2
The following is a DFT calculation (ωB97M-V with the def2-TZVPD basis set) of a single C17H20N2O3 molecule at a distorted geometry.

Geometry (Å):
C: 0.78 0.36 2.40
C: 1.25 1.50 1.57
C: 2.43 0.90 0.67
O: 2.97 1.49 -0.21
N: 2.56 -0.54 1.05
C: 1.55 -0.88 1.94
O: 1.32 -2.04 2.23
H: 1.03 0.43 3.46
H: -0.27 0.09 2.29
H: 0.47 1.93 0.91
H: 1.68 2.31 2.18
C: 1.63 -5.01 -3.78
C: 1.31 -3.80 -2.88
N: 1.88 -3.98 -1.54
C: 2.22 -2.90 -0.78
C: 2.93 -2.98 0.36
C: 3.48 -1.60 0.90
C: 4.21 -1.92 2.30
C: 4.53 -0.80 3.08
C: 5.29 -0.87 4.23
C: 5.80 -2.16 4.66
C: 5.48 -3.30 3.85
C: 4.61 -3.16 2.77
C: 2.25 -5.30 -1.09
C: 1.38 -6.37 -1.78
O: 1.33 -6.27 -3.19
H: 1.02 -4.98 -4.70
H: 2.71 -4.98 -4.06
H: 1.73 -2.89 -3.34
H: 0.19 -3.69 -2.84
H: 1.77 -1.96 -1.13
H: 3.09 -3.96 0.75
H: 4.16 -1.06 0.16
H: 4.11 0.26 2.83
H: 5.56 0.05 4.87
H: 6.48 -2.23 5.49
H: 5.92 -4.30 4.11
H: 4.23 -4.07 2.27
H: 3.32 -5.55 -1.30
H: 2.04 -5.40 -0.02
H: 1.78 -7.39 -1.58
H: 0.35 -6.30 -1.36

Its LUMO energy is 0.69 eV. The HOMO energy is -7.448 eV. The total energy comes out at -27073.9334 eV. As for the largest force on an atom: 3.83 eV/A. As for the energy above the lowest of the compared OMol25 structures with the same formula, charge and spin: 98.12 kcal per mole. The SMILES is O=C1CCC(=O)N1[C@H](/C=C/N1CCOCC1)c1ccccc1.


No. 3
The following is a DFT calculation (ωB97M-V with the def2-TZVPD basis set) of a single C17H20N2O3 molecule at a distorted geometry.

Geometry (Å):
C: -0.69 4.56 4.33
H: -1.61 4.03 4.07
O: -0.34 5.50 3.34
C: -0.07 5.05 2.09
C: 0.28 6.03 1.15
C: 0.58 5.68 -0.15
C: 0.53 4.35 -0.55
C: 0.19 3.37 0.38
C: -0.11 3.72 1.69
H: -0.37 2.94 2.38
C: 0.14 1.98 -0.02
C: 0.38 1.34 -1.21
C: 0.15 -0.03 -0.93
N: -0.18 -0.18 0.34
O: -0.19 1.05 0.90
C: 0.37 -1.10 -1.93
O: 1.09 -0.86 -2.89
N: -0.26 -2.29 -1.78
C: -1.06 -2.67 -0.64
H: -1.51 -1.78 -0.22
C: -0.21 -3.36 0.44
H: 0.77 -2.88 0.43
H: -0.65 -3.16 1.41
C: -0.06 -4.87 0.26
C: 0.00 -5.37 -1.19
C: 0.83 -4.50 -2.13
H: 1.71 -4.11 -1.62
C: 0.04 -3.34 -2.73
H: -0.90 -3.71 -3.15
H: 0.62 -2.87 -3.54
H: 1.18 -5.11 -2.96
H: 0.42 -6.38 -1.17
H: -1.01 -5.46 -1.59
H: 0.84 -5.19 0.79
H: -0.91 -5.37 0.75
H: -1.85 -3.34 -0.99
H: 0.68 1.75 -2.15
H: 0.77 4.08 -1.57
H: 0.84 6.45 -0.86
H: 0.31 7.06 1.48
H: 0.11 3.84 4.50
H: -0.86 5.14 5.24

Its LUMO energy is 0.34 eV. The HOMO energy is -8.549 eV. The total energy comes out at -27075.1534 eV. As for the largest force on an atom: 1.44 eV/A. As for the energy above the lowest of the compared OMol25 structures with the same formula, charge and spin: 69.99 kcal per mole. The SMILES is COc1cccc(-c2cc(C(=O)N3CCCCCC3)no2)c1.


No. 4
The following is a DFT calculation (ωB97M-V with the def2-TZVPD basis set) of a single C17H20N2O4S molecule at a distorted geometry.

Geometry (Å):
C: 0.39 2.64 -2.37
C: 1.87 2.73 -2.01
O: 2.15 2.22 -0.72
C: 1.47 2.79 0.34
C: 1.37 4.15 0.54
C: 0.70 4.64 1.65
C: 0.13 3.77 2.56
C: 0.23 2.40 2.37
C: 0.90 1.90 1.26
N: 1.06 0.54 1.00
C: 0.28 -0.48 1.44
O: -0.57 -0.40 2.31
C: 0.63 -1.80 0.82
C: 1.95 -2.24 0.76
C: 2.25 -3.52 0.33
C: 1.23 -4.38 -0.04
C: -0.09 -3.95 -0.01
C: -0.40 -2.66 0.41
N: -1.70 -2.16 0.39
S: -2.04 -0.91 -0.64
O: -0.84 -0.19 -0.93
O: -3.18 -0.19 -0.16
C: -2.53 -1.76 -2.18
H: -1.72 -2.43 -2.45
H: -2.65 -1.00 -2.94
H: -3.46 -2.29 -2.01
C: -2.83 -2.97 0.78
H: -2.63 -3.42 1.75
H: -3.06 -3.76 0.06
H: -3.68 -2.30 0.87
H: -0.88 -4.62 -0.31
H: 1.45 -5.38 -0.36
H: 3.27 -3.85 0.30
H: 2.74 -1.58 1.09
H: 1.58 0.38 0.15
H: -0.22 1.71 3.06
H: -0.39 4.15 3.42
H: 0.62 5.71 1.80
H: 1.81 4.84 -0.17
H: 2.23 3.76 -2.11
H: 2.47 2.10 -2.68
H: -0.18 3.36 -1.79
H: 0.02 1.64 -2.13
H: 0.25 2.84 -3.42

Its LUMO energy is 0.48 eV. The HOMO energy is -8.025 eV. The total energy comes out at -39958.8320 eV. As for the largest force on an atom: 1.31 eV/A. As for the energy above the lowest of the compared OMol25 structures with the same formula, charge and spin: 56.25 kcal per mole. The SMILES is CCOc1ccccc1NC(=O)c1ccccc1N(C)S(C)(=O)=O.


No. 5
The following is a DFT calculation (ωB97M-V with the def2-TZVPD basis set) of 3 unconnected molecules or ions with the total composition C17H20N3O4Si at a distorted geometry.

Geometry (Å):
C: -2.90 1.23 3.33
Si: -1.29 1.28 2.33
C: -1.54 1.72 0.54
C: -0.10 2.53 3.10
C: -0.47 -0.45 2.57
N: 0.73 -0.81 2.26
N: 0.82 -2.12 2.64
C: -0.27 -2.55 3.17
N: -1.13 -1.53 3.13
H: -3.75 0.90 2.74
H: -2.76 0.56 4.18
H: -3.05 2.22 3.71
H: -1.89 0.91 -0.08
H: -0.64 2.15 0.12
H: -2.30 2.50 0.52
H: 0.31 3.16 2.33
H: 0.75 2.03 3.56
H: -0.65 3.09 3.84
H: 1.68 -2.64 2.51
H: -0.47 -3.52 3.56
H: -2.09 -1.52 3.44
C: -3.77 -0.58 -3.24
C: -3.75 -1.71 -3.95
C: -2.48 -2.28 -4.47
O: -2.47 -3.30 -5.11
C: -1.23 -1.54 -4.17
C: -1.25 -0.41 -3.46
C: -2.52 0.15 -2.94
O: -2.53 1.18 -2.30
H: -4.69 -0.15 -2.86
H: -4.65 -2.27 -4.18
H: -0.31 -1.97 -4.55
H: -0.34 0.15 -3.23
C: 5.27 0.63 -1.71
C: 4.00 0.80 -2.07
C: 2.89 0.49 -1.14
O: 1.72 0.65 -1.46
C: 3.24 -0.03 0.21
C: 4.51 -0.21 0.57
C: 5.62 0.11 -0.36
O: 6.78 -0.06 -0.04
H: 6.09 0.85 -2.37
H: 3.72 1.18 -3.04
H: 2.40 -0.24 0.86
H: 4.79 -0.58 1.54

Its LUMO energy is -3.64 eV. The HOMO energy is -12.144 eV. The total energy comes out at -38483.3279 eV. As for the largest force on an atom: 1.30 eV/A. The charge is +1.


No. 6
The following is a DFT calculation (ωB97M-V with the def2-TZVPD basis set) of a molecular structure, C17H20N4O2ScSe.

Geometry (Å):
Sc: 0.85 -0.31 -2.17
C: 5.03 -0.97 -1.54
C: 3.59 -0.96 -1.13
O: 2.72 -0.79 -2.09
C: 3.19 -1.15 0.17
C: 1.83 -1.24 0.60
C: 1.56 -1.84 1.94
N: 0.84 -0.85 -0.16
N: -0.46 -1.09 0.35
C: -1.31 -1.11 -0.62
O: -0.96 -0.94 -1.88
C: -2.75 -1.29 -0.34
C: -3.63 -1.52 -1.39
C: -4.98 -1.69 -1.13
C: -5.45 -1.62 0.17
C: -4.57 -1.40 1.22
C: -3.22 -1.23 0.97
H: 5.25 -1.91 -2.05
H: 5.69 -0.87 -0.69
H: 5.21 -0.17 -2.25
H: 3.95 -1.36 0.91
H: 2.49 -2.14 2.42
H: 0.91 -2.71 1.84
H: 1.02 -1.14 2.57
H: -3.26 -1.56 -2.40
H: -5.66 -1.87 -1.95
H: -6.50 -1.76 0.37
H: -4.94 -1.35 2.24
H: -2.53 -1.07 1.78
C: -1.96 2.14 -0.58
N: -0.68 2.21 0.11
C: -0.53 2.20 1.48
C: 0.79 2.37 1.73
N: 1.43 2.46 0.52
C: 2.85 2.70 0.33
C: 0.52 2.33 -0.46
Se: 0.89 2.32 -2.30
H: -2.72 1.95 0.16
H: -1.94 1.33 -1.31
H: -2.14 3.09 -1.09
H: -1.37 2.10 2.13
H: 1.33 2.44 2.65
H: 3.32 2.67 1.31
H: 3.00 3.68 -0.13
H: 3.27 1.93 -0.31

Its LUMO energy is -3.33 eV. The HOMO energy is -11.135 eV. The total energy comes out at -114053.9121 eV. As for the largest force on an atom: 0.97 eV/A. The charge is +1.


No. 7
The following is a DFT calculation (ωB97M-V with the def2-TZVPD basis set) of 2 unconnected molecules or ions with the total composition C17H20N4O4S at a distorted geometry.

Geometry (Å):
C: -0.11 6.63 -0.40
C: 0.30 5.21 -0.10
C: 1.65 4.85 -0.15
C: 2.04 3.54 0.14
C: 1.07 2.58 0.44
S: 1.61 0.94 0.83
O: 2.98 0.82 0.40
O: 1.17 0.54 2.13
N: 0.70 -0.14 -0.23
C: 0.72 0.02 -1.63
C: 1.51 0.86 -2.42
C: 1.34 0.79 -3.81
C: 0.41 -0.11 -4.37
C: -0.36 -0.96 -3.57
C: -0.17 -0.92 -2.19
C: -0.71 -1.67 -1.06
N: -1.76 -2.59 -1.16
O: -2.21 -2.88 -2.29
O: -2.26 -3.07 -0.10
C: -0.17 -1.16 0.11
C: -0.27 2.94 0.56
C: -0.66 4.25 0.26
H: -1.20 6.73 -0.30
H: 0.37 7.33 0.29
H: 0.17 6.92 -1.42
H: 2.40 5.59 -0.40
H: 3.09 3.27 0.12
H: 2.24 1.53 -1.98
H: 1.93 1.43 -4.46
H: 0.31 -0.15 -5.45
H: -1.08 -1.66 -3.99
H: -0.39 -1.47 1.12
H: -1.02 2.21 0.88
H: -1.70 4.54 0.30
C: -1.39 -5.63 1.98
N: -0.68 -4.46 2.52
C: -0.22 -4.84 3.86
N: -1.64 -3.41 2.64
H: -0.68 -6.46 1.94
H: -2.23 -5.91 2.63
H: -1.76 -5.43 0.97
H: 0.44 -5.70 3.74
H: 0.32 -4.03 4.34
H: -1.07 -5.14 4.50
H: -1.16 -2.62 3.09
H: -1.88 -3.15 1.67

Its LUMO energy is -0.86 eV. The HOMO energy is -7.441 eV. The total energy comes out at -42934.4682 eV. As for the largest force on an atom: 3.11 eV/A. As for the energy above the lowest of the compared OMol25 structures with the same formula, charge and spin: 120.64 kcal per mole. The SMILES is Cc1ccc(S(=O)(=O)n2cc([N+](=O)[O-])c3ccccc32)cc1.CN(C)N.


No. 8
The following is a DFT calculation (ωB97M-V with the def2-TZVPD basis set) of a molecular structure, C17H20NPtS4 at a distorted geometry.

Geometry (Å):
Pt: -0.05 -1.13 -0.82
C: -1.29 1.92 -1.75
C: -2.47 1.10 -1.20
S: -2.32 -0.73 -1.12
C: -2.38 -1.00 -2.94
C: -1.79 -2.33 -3.35
S: -0.13 -2.55 -2.66
C: 1.16 -1.88 -3.76
C: 2.40 -1.81 -2.87
S: 2.21 -0.80 -1.34
C: 2.02 0.82 -2.22
C: 1.60 2.05 -1.40
S: 0.03 1.99 -0.50
H: -1.65 2.93 -1.94
H: -0.93 1.50 -2.70
H: -3.35 1.25 -1.83
H: -2.73 1.43 -0.19
H: -1.81 -0.19 -3.40
H: -3.43 -0.91 -3.24
H: -1.79 -2.45 -4.43
H: -2.35 -3.16 -2.92
H: 0.87 -0.91 -4.15
H: 1.33 -2.57 -4.58
H: 3.24 -1.39 -3.42
H: 2.68 -2.80 -2.52
H: 1.29 0.67 -3.02
H: 3.00 1.00 -2.66
H: 1.64 2.90 -2.07
H: 2.32 2.24 -0.60
N: 0.33 1.26 8.83
C: 0.29 1.00 7.72
C: 0.24 0.66 6.32
C: -0.99 0.49 5.70
C: -1.04 0.17 4.35
C: 0.14 0.02 3.62
C: 1.37 0.20 4.26
C: 1.42 0.52 5.60
C: 0.10 -0.30 2.23
C: 0.05 -0.57 1.05
H: -1.90 0.60 6.26
H: -1.99 0.03 3.86
H: 2.29 0.08 3.70
H: 2.37 0.65 6.10

Its LUMO energy is -3.56 eV. The HOMO energy is -10.494 eV. The total energy comes out at -66023.9835 eV. As for the largest force on an atom: 1.03 eV/A. The charge is +1. As for the energy above the lowest of the compared OMol25 structures with the same formula, charge and spin: 0.00 kcal per mole.


No. 9
The following is a DFT calculation (ωB97M-V with the def2-TZVPD basis set) of a molecular structure, C17H21AsIN3OS4TcTe.

Geometry (Å):
Tc: -0.61 1.43 1.15
C: 3.46 1.24 -2.56
C: 2.13 1.86 -2.14
C: 0.94 1.06 -2.63
C: 0.63 1.11 -3.99
C: -0.41 0.38 -4.52
C: -1.16 -0.45 -3.70
C: -0.89 -0.53 -2.34
C: -1.63 -1.54 -1.49
C: -0.79 -2.79 -1.18
C: 0.13 0.26 -1.82
N: 0.37 0.28 -0.38
C: 1.50 -0.19 0.05
C: 1.89 0.12 1.38
C: 2.98 -0.15 2.17
C: 2.83 0.63 3.35
C: 1.65 1.35 3.22
N: 1.07 1.04 2.02
H: 4.30 1.84 -2.19
H: 3.54 1.17 -3.64
H: 3.57 0.23 -2.16
H: 2.06 2.87 -2.55
H: 2.11 1.97 -1.05
H: 1.23 1.74 -4.64
H: -0.63 0.43 -5.58
H: -1.95 -1.06 -4.12
H: -2.54 -1.83 -2.01
H: -1.93 -1.08 -0.56
H: -0.38 -3.22 -2.10
H: -1.40 -3.56 -0.70
H: 0.04 -2.56 -0.52
H: 2.13 -0.78 -0.61
H: 3.79 -0.83 1.94
H: 3.50 0.67 4.18
H: 1.20 2.06 3.90
S: -4.90 2.53 2.77
As: -5.31 0.92 1.27
S: -1.72 2.03 3.08
S: -3.11 3.25 2.17
S: -3.65 0.78 0.12
Te: -0.25 3.51 0.09
N: -2.63 -2.22 2.21
C: -1.58 -1.43 2.39
O: -1.30 -0.55 1.55
C: -0.64 -1.63 3.55
I: -1.46 -2.51 5.28
H: -3.24 -2.05 1.43
H: -2.87 -2.91 2.91
H: -0.24 -0.66 3.81
H: 0.17 -2.26 3.21

Its LUMO energy (spin up / spin down) is -5.16 / -5.16 eV. The HOMO energy (spin up / spin down) is -10.813 / -10.814 eV. The total energy comes out at -146255.1867 eV. As for the largest force on an atom: 0.90 eV/A. The charge is +1. As for the energy above the lowest of the compared OMol25 structures with the same formula, charge and spin: 12.86 kcal per mole.


No. 10
The following is a DFT calculation (ωB97M-V with the def2-TZVPD basis set) of a molecular structure, C17H21B2Br8NO19 at a distorted geometry.

Geometry (Å):
N: 0.81 -0.62 0.69
H: 0.23 -0.39 -0.10
H: 1.17 -1.54 0.45
H: 0.32 -0.74 1.57
H: 1.53 0.09 0.80
O: -2.24 0.96 2.91
C: -2.72 0.93 1.83
O: -3.61 1.71 1.36
B: -3.73 1.48 -0.07
O: -2.72 0.44 -0.45
C: -2.01 0.14 0.65
O: -1.02 -0.60 0.73
O: -5.05 0.96 -0.43
C: -5.54 1.66 -1.40
O: -6.68 1.49 -1.86
C: -4.55 2.78 -1.84
O: -3.50 2.62 -1.04
O: -4.71 3.68 -2.67
O: 0.41 -4.62 -2.39
C: -0.20 -3.66 -2.00
O: -1.03 -2.97 -2.72
B: -1.65 -1.83 -1.97
O: -1.04 -1.96 -0.64
C: -0.17 -2.94 -0.62
O: 0.53 -3.31 0.33
O: -3.13 -1.92 -1.85
C: -3.63 -1.03 -2.69
O: -4.92 -0.91 -2.89
C: -2.63 -0.04 -3.03
O: -1.43 -0.46 -2.61
O: -2.99 0.98 -3.55
O: -0.67 -0.27 4.30
C: -0.65 -1.01 3.18
O: -1.76 -1.51 2.81
O: 0.33 -1.11 2.47
H: 0.22 0.07 4.19
Br: 2.53 -2.54 0.80
C: 3.97 -3.63 1.65
C: 3.65 -5.11 1.41
Br: 4.72 -6.45 2.50
H: 3.98 -3.41 2.72
H: 4.94 -3.35 1.23
H: 3.80 -5.37 0.36
H: 2.61 -5.40 1.55
Br: 1.67 1.12 1.82
C: 0.44 2.65 2.25
C: -0.01 2.64 3.78
Br: -0.63 4.44 4.56
H: -0.43 2.49 1.62
H: 0.97 3.55 1.95
H: 0.82 2.34 4.42
H: -0.79 1.88 3.90
Br: 3.26 -0.17 0.53
C: 4.46 1.30 -0.19
C: 4.55 1.18 -1.69
Br: 5.78 2.64 -2.55
H: 5.47 1.21 0.23
H: 4.08 2.25 0.19
H: 3.50 1.28 -1.97
H: 4.88 0.18 -1.97
Br: 2.22 2.65 -2.68
C: 0.37 2.21 -3.32
C: -0.65 2.20 -2.12
Br: 0.01 1.41 -0.38
H: 0.36 1.20 -3.74
H: 0.28 2.95 -4.12
H: -1.66 1.84 -2.33
H: -0.72 3.27 -1.89

Its LUMO energy is 3.24 eV. The HOMO energy is -3.761 eV. The total energy comes out at -620045.8531 eV. As for the largest force on an atom: 17.41 eV/A. The charge is -2. As for the energy above the lowest of the compared OMol25 structures with the same formula, charge and spin: 595.00 kcal per mole.